Record 1
The following is a quantum chemistry calculation of the molecule C15H23NO2, from OMol25.

Last column: Mulliken charge in e.
CARTESIAN COORDINATES (ANGSTROEM)
1 C 3.132 0.391 -1.687  -1.630
2 C 2.199 -0.550 -0.989  1.486
3 C 2.555 -1.122 0.224  -0.931
4 C 1.713 -2.011 0.864  -0.847
5 C 0.475 -2.334 0.328  1.482
6 C -0.415 -3.327 1.017  -1.989
7 C 0.093 -1.724 -0.871  -0.891
8 O -1.143 -2.002 -1.438  -0.617
9 C -2.267 -1.376 -0.843  -0.478
10 C -2.217 0.159 -0.877  0.658
11 O -2.983 0.824 -1.541  -0.698
12 N -1.274 0.682 -0.069  0.488
13 C -0.981 2.093 -0.002  -1.055
14 C -0.752 2.562 1.439  0.580
15 C -1.990 2.307 2.294  -1.483
16 C 0.480 1.895 2.050  -1.453
17 C 0.957 -0.855 -1.549  1.597
18 C 0.540 -0.255 -2.855  -2.076
19 H 2.658 1.359 -1.846  0.318
20 H 3.411 -0.002 -2.664  0.369
21 H 4.037 0.539 -1.103  0.405
22 H 3.512 -0.882 0.665  0.352
23 H 2.020 -2.470 1.792  0.447
24 H -1.016 -2.846 1.791  0.287
25 H -1.082 -3.799 0.300  0.360
26 H 0.187 -4.096 1.496  0.535
27 H -3.122 -1.707 -1.435  0.336
28 H -2.399 -1.699 0.199  0.220
29 H -0.620 0.066 0.390  -0.268
30 H -0.088 2.316 -0.602  0.234
31 H -1.834 2.610 -0.447  0.513
32 H -0.571 3.642 1.396  0.376
33 H -2.856 2.809 1.869  0.380
34 H -1.838 2.676 3.305  0.456
35 H -2.205 1.242 2.344  0.238
36 H 0.316 0.831 2.209  0.297
37 H 0.710 2.343 3.013  0.444
38 H 1.346 2.014 1.401  0.336
39 H 1.245 -0.528 -3.639  0.528
40 H 0.515 0.833 -2.792  0.315
41 H -0.447 -0.610 -3.137  0.377

---

Record 2
The following is a quantum chemistry calculation of a structure of composition C15H23NO3, from OMol25.

Last column: Mulliken charge in e.
CARTESIAN COORDINATES (ANGSTROEM)
1 C 3.714 1.068 -3.280  -1.071
2 H 3.892 1.203 -4.307  0.309
3 H 3.176 2.081 -2.955  0.385
4 H 4.550 0.881 -2.750  0.390
5 O 2.701 0.352 -3.341  -0.288
6 C 2.239 -0.103 -2.072  0.623
7 C 2.728 0.451 -0.831  -1.626
8 C 1.804 0.182 0.209  0.101
9 C 0.809 -0.775 0.233  0.094
10 C 0.461 -1.347 -0.830  1.428
11 C 1.004 -1.256 -2.116  -0.106
12 O 0.638 -1.676 -3.417  -0.265
13 C 0.976 -2.805 -3.424  -0.861
14 H 0.472 -3.376 -4.329  0.251
15 H 1.954 -3.148 -3.465  0.394
16 H 0.572 -3.653 -2.571  0.115
17 O -0.424 -2.251 -0.759  -0.510
18 C -1.688 -1.907 -1.288  -0.661
19 H -1.865 -1.525 -2.311  0.299
20 H -2.117 -1.212 -0.616  0.131
21 H -2.479 -2.710 -1.384  0.296
22 C 0.206 -1.318 1.605  -1.575
23 N -1.240 -0.617 1.631  -0.383
24 H -1.649 -1.020 2.441  0.261
25 C -1.441 0.957 1.493  0.161
26 C -2.704 1.500 1.546  -0.093
27 H -2.546 2.405 0.753  0.181
28 H -3.449 0.591 1.168  0.227
29 C -2.900 2.018 2.854  -0.756
30 H -3.338 1.297 3.589  0.239
31 H -3.911 2.783 2.721  0.286
32 C -1.746 2.724 3.260  -0.416
33 H -1.761 2.826 4.461  0.247
34 H -1.389 3.669 2.813  0.295
35 C -0.637 1.594 2.986  -2.164
36 H 0.184 1.784 2.957  1.473
37 H -0.822 0.881 3.685  0.399
38 H -0.435 1.124 0.998  0.081
39 H -0.050 -2.249 1.651  0.658
40 H 0.769 -1.003 2.425  0.438
41 H 2.281 0.608 1.393  0.040
42 H 3.461 0.971 -0.826  0.975

---

| no. | DFT total energy (eV) | gap between HOMO and LUMO (eV) | F_max (eV Å⁻¹) |
| --- | --- | --- | --- |
| 1 | -21514.038 | 9.6 | 0.52 |
| 2 | -23543.311 | 8.7 | 19.84 |